1.
Density functional theory data (ωB97M-V/def2-TZVPD) for one molecule with the formula C3H4N2OS.

```
11
Properties=species:S:1:pos:R:3:forces:R:3
C -1.25943 -0.06090 -1.00870 6.2 -0.7 2.9
C -0.22107 -0.67939 -0.47752 -1.7 1.4 0.6
C 0.32647 -1.88882 0.18406 -0.2 1.3 2.1
N -0.00427 0.76870 -0.62351 -0.5 -0.7 -2.3
N 0.24386 1.68022 0.29138 0.3 1.2 1.2
O 1.19803 3.56494 1.48547 -0.2 0.7 -0.1
S 0.29442 3.27263 0.37720 -0.1 -2.9 0.1
H -2.13637 -0.07986 -1.45546 -3.9 0.4 -2.0
H 0.11813 -2.76281 -0.36784 -1.0 -1.1 -0.3
H 0.06361 -1.89023 1.30294 -0.4 -0.3 -1.7
H 1.37661 -1.92447 0.29198 1.5 0.6 -0.4
```
Forces are in eV/Å.

Its energy relative to the best compared isomer or geometry (same formula, charge and spin) is 669.6 kJ/mol. The value obtained for the molar mass is 116.1 g mol⁻¹. The orbital gap (alpha / beta) comes out at 7.494 / 7.501 eV. The calculation puts the electronic energy at -19032.10852 eV.

2.
Density functional theory data (ωB97M-V/def2-TZVPD) for one molecule with the formula C3H4N2OS.

```
11
Properties=species:S:1:pos:R:3:forces:R:3
C 1.10862 0.19291 0.03022 -0.1 -0.1 0.3
C -1.76491 0.52086 -0.15674 0.3 0.2 -0.2
C -1.42587 -0.83655 0.35349 -0.2 -0.5 0.1
H 0.89400 2.14944 0.14596 0.0 0.3 0.0
H -2.76621 0.73718 -0.50510 -0.1 -0.1 0.0
H -2.10307 -1.60340 -0.05923 0.2 0.4 0.2
H -1.51653 -0.86835 1.44800 0.1 0.0 -0.2
N 0.33075 1.31982 0.22895 0.1 -0.3 -0.1
N -0.95714 1.49962 -0.21512 -0.3 0.1 0.1
O 2.31270 0.25286 0.02035 -0.1 -0.1 -0.1
S 0.24174 -1.33982 -0.16569 0.0 0.1 -0.1
```
Forces are in eV/Å.

Its energy relative to the best compared isomer or geometry (same formula, charge and spin) is 95.6 kJ/mol. The value obtained for the molar mass is 116.1 g mol⁻¹. The orbital gap comes out at 10.353 eV. Its SMILES is O=C1NN=CCS1. The calculation puts the electronic energy at -19038.05711 eV.

3.
Density functional theory data (ωB97M-V/def2-TZVPD) for a 2-piece molecular cluster, C3H4N2OS overall.

```
11
Properties=species:S:1:pos:R:3:forces:R:3
C 1.66824 -0.13037 -0.38010 -2.4 2.6 2.6
C 0.80037 0.98030 -0.12277 2.9 -3.7 -2.1
C 0.41366 -0.66351 1.27712 -0.3 0.4 -0.3
N 1.43449 -1.07275 0.58793 -1.4 -0.9 1.1
N -0.04444 0.59548 0.88102 0.9 1.8 -0.9
O -2.79508 0.13589 -0.75110 1.2 -0.4 1.3
S -1.25514 1.58520 1.41203 -0.4 -2.2 -1.1
H 2.47790 -0.33356 -1.01459 0.7 0.4 -1.1
H 0.67599 1.68286 -0.87272 -0.7 1.9 -0.5
H -0.31395 -1.06298 1.92745 0.2 -1.4 1.1
H -2.96332 1.04656 -0.56568 -0.7 1.5 -0.2
```
Forces are in eV/Å.

Its energy relative to the best compared isomer or geometry (same formula, charge and spin) is 624.9 kJ/mol. The value obtained for the molar mass is 116.1 g mol⁻¹. The orbital gap (alpha / beta) comes out at 5.181 / 5.172 eV. The calculation puts the electronic energy at -19032.57199 eV.

4.
Density functional theory data (ωB97M-V/def2-TZVPD) for one molecule with the formula C3H4N2OS.

```
11
Properties=species:S:1:pos:R:3:forces:R:3
C -1.08295 -0.34761 -0.00988 0.0 0.4 1.3
C 1.98314 -0.15988 -0.06351 -2.2 -0.2 -1.5
C 1.02805 0.87240 0.67524 4.5 2.8 -2.0
H -0.41361 -2.11031 -0.34272 0.7 0.3 1.3
H 3.02184 0.04180 -0.67953 -2.8 -0.6 2.1
H 1.70054 1.83330 0.82388 -1.8 -1.5 -0.5
H 0.91407 0.51749 1.66830 -1.0 -0.5 0.8
N 0.01996 -1.28633 0.14165 -3.3 -2.3 -1.2
N 1.28215 -1.23620 -0.33461 3.0 1.7 -0.7
O -2.23903 -0.61341 0.24207 1.5 -0.5 -0.9
S -0.49967 1.25583 -0.35418 1.5 0.3 1.2
```
Forces are in eV/Å.

Its energy relative to the best compared isomer or geometry (same formula, charge and spin) is 263.9 kJ/mol. The value obtained for the molar mass is 116.1 g mol⁻¹. The orbital gap comes out at 9.994 eV. Its SMILES is O=C1NN=CCS1. The calculation puts the electronic energy at -19036.31327 eV.

5.
Density functional theory data (ωB97M-V/def2-TZVPD) for one molecule with the formula C3H4N2OS.

```
11
Properties=species:S:1:pos:R:3:forces:R:3
C 1.02145 -0.05356 -0.07234 1.0 0.3 0.3
C 0.50736 1.27200 -0.01234 0.8 0.9 0.5
C -0.86025 1.11006 -0.09604 -0.1 -2.5 0.5
H 2.73988 -1.79008 -0.39723 0.0 2.1 0.6
H 1.09209 2.20250 0.26704 -1.0 -1.3 -0.9
H -1.78201 1.60650 -0.10212 -0.6 1.5 0.2
H -2.18017 -1.82452 0.68225 -0.4 4.3 -3.1
N -1.05476 -0.24499 -0.13247 -1.2 -1.0 0.2
N 0.05944 -0.96934 -0.11948 0.0 0.2 0.0
O -2.36282 -0.90779 -0.01490 2.9 -2.5 2.4
S 2.81979 -0.40080 -0.00238 -1.6 -1.9 -0.6
```
Forces are in eV/Å.

Its energy relative to the best compared isomer or geometry (same formula, charge and spin) is 380.3 kJ/mol. The value obtained for the molar mass is 116.1 g mol⁻¹. The orbital gap comes out at 8.974 eV. Its SMILES is On1ccc(S)n1. The calculation puts the electronic energy at -19035.10646 eV.

6.
Density functional theory data (ωB97M-V/def2-TZVPD) for one molecule with the formula C3H4N2OS.

```
11
Properties=species:S:1:pos:R:3:forces:R:3
C -0.48476 0.09071 0.63844 -0.9 -1.1 0.6
C -1.72746 -0.15826 0.24257 0.5 1.0 -1.1
C 0.39678 0.82678 -0.25165 0.3 -0.3 0.7
N 1.71381 0.37035 -0.28988 -1.0 -0.1 1.1
N -2.67521 -0.39053 -0.44758 0.1 -1.0 0.2
O 0.05807 1.78359 -0.87804 -0.3 1.3 -1.1
S 2.04402 -1.24888 -0.19006 0.3 -1.5 -1.2
H -0.14769 -0.54494 1.43092 0.4 0.0 0.3
H 2.29248 0.86871 -0.90668 0.8 0.8 -0.7
H 2.16213 -1.48299 1.09865 0.3 0.4 0.9
H -3.63216 -0.11455 -0.44669 -0.3 0.6 0.3
```
Forces are in eV/Å.

Its energy relative to the best compared isomer or geometry (same formula, charge and spin) is 203.0 kJ/mol. The value obtained for the molar mass is 116.1 g mol⁻¹. The orbital gap comes out at 9.670 eV. Its SMILES is N=C=CC(=O)NS. The calculation puts the electronic energy at -19036.94421 eV.

7.
Density functional theory data (ωB97M-V/def2-TZVPD) for C3H4N2OS as an isolated structure.

```
11
Properties=species:S:1:pos:R:3:forces:R:3
C 1.33597 0.44364 -0.57744 -1.0 -1.8 -0.3
C 1.40409 -0.97405 -0.27487 0.3 3.8 -1.3
C -0.49508 -0.12871 0.06190 -5.9 -0.2 0.7
H 3.51204 1.29116 0.26034 -2.5 0.5 -2.3
H 2.22316 -1.60359 -0.30487 1.3 -1.2 0.1
H -0.05506 -2.05184 0.88609 0.3 2.3 -2.6
H -2.06413 1.22799 0.55467 -1.0 -2.2 0.9
N 0.11898 -1.31134 0.07044 1.3 -2.3 2.9
N 0.03153 0.91310 -0.49902 -0.2 -2.2 2.2
O 2.10195 1.39756 -0.93640 5.5 -0.2 1.6
S -2.18469 -0.20637 0.86484 1.9 3.4 -1.8
```
Forces are in eV/Å.

Its energy relative to the best compared isomer or geometry (same formula, charge and spin) is 638.0 kJ/mol. The value obtained for the molar mass is 116.1 g mol⁻¹. The orbital gap comes out at 5.526 eV. The calculation puts the electronic energy at -19032.43635 eV.

8.
Density functional theory data (ωB97M-V/def2-TZVPD) for one molecule with the formula C3H4N2OS.

```
11
Properties=species:S:1:pos:R:3:forces:R:3
C -0.76036 -1.35656 0.55601 -0.6 0.4 1.5
C -0.04667 -0.17895 -0.00544 -0.6 -3.1 1.2
C -0.45059 1.12035 -0.12227 -2.1 4.8 -2.0
H -1.62408 -1.67750 0.04524 -1.6 0.7 -0.8
H -0.31087 -2.32776 0.59056 1.6 0.0 0.0
H -1.05446 -1.09606 1.59344 0.0 -0.2 -0.5
H 2.71219 1.08135 -0.53625 -4.2 0.0 -0.7
N 1.14964 -0.26940 -0.38076 3.7 -0.4 -1.3
N 1.58929 0.92824 -0.83964 4.4 -2.1 0.8
O 0.66668 1.84490 -0.52438 -0.7 0.8 0.9
S -1.87077 1.93139 -0.37651 0.2 -0.8 1.0
```
Forces are in eV/Å.

Its energy relative to the best compared isomer or geometry (same formula, charge and spin) is 374.5 kJ/mol. The value obtained for the molar mass is 116.1 g mol⁻¹. The orbital gap comes out at 8.156 eV. Its SMILES is Cc1n[nH]oc1=S. The calculation puts the electronic energy at -19035.16737 eV.

9.
Density functional theory data (ωB97M-V/def2-TZVPD) for one molecule with the formula C3H4N2OS.

```
11
Properties=species:S:1:pos:R:3:forces:R:3
C 2.16329 -0.91706 0.32414 0.6 -1.7 0.3
C -0.07963 0.04789 0.19731 -1.5 1.2 3.8
C -1.35797 0.75973 -0.16674 0.9 -1.9 1.9
N 1.76088 -0.51769 1.51081 0.7 0.3 2.7
N 0.65874 0.05562 1.71567 -0.2 -0.3 -2.5
O -2.07474 0.07553 -1.10396 -2.3 -2.3 2.2
S 0.97257 -0.63215 -0.84353 0.6 -1.0 -4.8
H 2.95588 -1.71478 0.14036 -1.0 1.6 0.5
H -2.02989 0.85007 0.67357 0.2 0.1 0.7
H -1.12886 1.69591 -0.50896 0.6 2.9 -0.8
H -1.84028 0.29693 -1.93868 1.2 1.1 -4.0
```
Forces are in eV/Å.

Its energy relative to the best compared isomer or geometry (same formula, charge and spin) is 255.8 kJ/mol. The value obtained for the molar mass is 116.1 g mol⁻¹. The orbital gap (alpha / beta) comes out at 7.031 / 7.194 eV. Its spin multiplicity is 3. The expectation value of S² is 2.03. The calculation puts the electronic energy at -19032.71057 eV.

10.
Density functional theory data (ωB97M-V/def2-TZVPD) for one molecule with the formula C3H4N2OS2.

```
12
Properties=species:S:1:pos:R:3:forces:R:3
C 0.14695 -0.21734 0.23091 2.1 0.1 -2.4
C -2.01261 1.60816 -1.34902 0.7 -2.2 -1.5
C 0.94298 -0.96940 1.21185 -1.7 -2.9 5.6
H 2.65637 0.77341 -1.96919 -0.2 -0.1 -0.1
H -2.75716 1.99590 -2.11468 0.6 -0.7 1.3
H -0.89258 2.16116 -1.67355 -2.9 -2.0 2.0
H 1.93230 -1.56155 0.97883 -1.7 1.5 -0.1
N 0.82190 0.14398 -0.86139 -5.2 0.2 1.9
N -2.38090 0.45952 -0.70123 0.8 6.0 -2.9
O 0.42757 -1.24017 2.35865 2.0 1.2 -4.1
S 2.39507 0.19461 -0.78830 3.5 0.1 -0.2
S -1.63947 -0.20714 0.55612 2.1 -1.2 0.6
```
Forces are in eV/Å.

Its energy relative to the best compared isomer or geometry (same formula, charge and spin) is 482.3 kJ/mol. The value obtained for the molar mass is 148.2 g mol⁻¹. The orbital gap comes out at 7.350 eV. Its SMILES is C=NS/C(C=O)=N/S. The calculation puts the electronic energy at -29869.14539 eV.